Record 1
23
Properties=species:S:1:pos:R:3:nbo_charge:R:1 method="wB97M-V/def2-TZVPD" gap_ev=9.19 smiles=CC(C)NCCCS relative_energy_ev=2.787 energy_ha=-690.43901 homo_ha=-0.3065 charge=0
S 2.3709 1.7709 -1.4894 -0.025
N -1.5022 -0.1127 0.7176 -0.662
C -0.4099 0.6725 1.2967 -0.202
C 0.4777 1.4106 0.3323 -0.431
C -2.9521 -1.9672 0.1237 -0.615
C 1.5367 0.6992 -0.3857 -0.579
C -0.5351 -2.5459 0.1374 -0.651
C -1.4612 -1.5530 0.7850 -0.009
H 0.0113 -2.0130 -0.5956 0.207
H -2.7858 -2.0769 -0.9935 0.201
H -3.6306 -1.2068 0.4492 0.212
H -0.9196 1.3033 1.9186 0.191
H -1.7879 0.3777 -0.1052 0.354
H -3.1857 -2.8122 0.6594 0.202
H 1.1808 -0.1763 -1.0784 0.233
H 3.4484 2.3506 -0.6369 0.133
H 2.2892 0.1382 0.2094 0.237
H 0.2195 -2.8856 0.8336 0.214
H -0.4454 1.7934 -0.3120 0.197
H 0.7699 2.2027 0.9819 0.222
H -1.2180 -3.2979 -0.2747 0.221
H 0.2008 0.0685 2.1014 0.172
H -1.5032 -1.6076 1.9139 0.179

***

Record 2
23
Properties=species:S:1:pos:R:3:nbo_charge:R:1 method="wB97M-V/def2-TZVPD" gap_ev=8.16 relative_energy_ev=2.373 energy_ha=-690.45423 homo_ha=-0.3236 charge=0
S -2.4068 -0.7756 -1.5544 -0.048
N 0.7805 0.2871 0.0151 -0.643
C 0.2681 -0.3985 -2.3311 -0.417
C 0.6471 -0.8424 -0.9390 -0.233
C -1.1335 0.2445 -2.3648 -0.530
C 0.6377 -0.1013 1.4413 -0.055
C -0.8293 -0.3506 1.7616 -0.609
C 1.1915 1.0065 2.3047 -0.612
H 1.1872 -1.0330 1.5812 0.165
H -1.1267 1.2089 -1.8667 0.226
H 0.2036 -1.2915 -2.9862 0.205
H 0.5991 1.9211 2.1795 0.212
H -0.1047 -1.5110 -0.5572 0.211
H -1.4326 0.4096 -3.4125 0.212
H 1.1457 0.7941 3.3871 0.217
H 2.2485 1.2210 2.0106 0.203
H -1.4039 0.5515 1.4367 0.201
H -2.4526 0.7325 -0.3197 0.131
H -1.2569 -1.1760 1.1620 0.221
H 0.9892 0.3248 -2.7196 0.210
H 1.5891 -1.4392 -0.9493 0.171
H -0.9877 -0.5337 2.8263 0.210
H 1.6474 0.7511 -0.1056 0.354

***

Record 3
23
Properties=species:S:1:pos:R:3:nbo_charge:R:1 method="wB97M-V/def2-TZVPD" gap_ev=5.31 relative_energy_ev=2.207 energy_ha=-388.01547 homo_ha=-0.0823 charge=-1
O -3.6295 -1.9817 -3.0720 -0.940
O 0.0832 2.5723 1.3668 -0.951
C -0.1025 -0.4441 0.6126 -0.280
C -1.3272 -0.4192 -0.3327 -0.604
C 1.8736 1.1936 0.6709 -0.446
C 0.3681 -1.8631 1.0206 -0.611
C 1.3484 2.6578 1.0635 0.027
C 0.8974 0.3323 -0.1570 -0.393
H -1.0080 -0.2578 -1.3828 0.186
H -0.2469 0.1497 1.6198 0.258
H 1.6226 3.4284 0.2601 0.052
H -2.9208 -2.4543 -3.4195 0.462
H 1.9289 2.9596 2.0551 0.047
H 1.4664 -1.9092 1.1440 0.203
H 0.3878 1.1956 -0.7748 0.215
H -3.3301 -0.9982 -3.0868 0.479
H 2.0919 0.7018 1.6400 0.166
H 2.7483 1.2554 0.0886 0.162
H -2.0877 0.4187 -0.1962 0.227
H 0.0367 -2.2585 2.0023 0.207
H -1.8759 -1.3956 -0.3449 0.183
H 0.2494 -2.5584 0.0812 0.180
H 1.4256 -0.3249 -0.8585 0.171

***

Record 4
23
Properties=species:S:1:pos:R:3:nbo_charge:R:1 method="wB97M-V/def2-TZVPD" gap_ev=7.27 energy_ha=-387.66135 homo_ha=-0.4763 charge=+1
O 1.1038 -0.1611 -0.0096 -0.584
O -2.0715 -1.3604 -0.8912 -0.544
C -3.2349 1.4530 0.6341 -0.329
C 1.2984 2.1174 -0.7306 -0.621
C 1.7264 -1.3905 0.2952 -0.059
C -2.1396 -0.1784 -0.2889 0.432
C 0.6817 -2.4828 0.4197 -0.624
C 1.9863 0.9400 -0.0654 -0.060
H -0.0152 -2.2506 1.2201 0.196
H -4.1791 1.0306 0.9229 0.229
H -2.5192 1.6415 1.4125 0.227
H 1.0531 1.8747 -1.7602 0.213
H 2.3013 1.2059 0.9537 0.172
H 2.4442 -1.6424 -0.4978 0.175
H 2.8880 0.6646 -0.6253 0.178
H 0.3857 2.3814 -0.2029 0.185
H 2.2949 -1.2974 1.2307 0.174
H 0.1331 -2.5854 -0.5119 0.202
H -3.2307 2.1154 -0.2112 0.231
H 1.9625 2.9754 -0.7236 0.235
H -2.9215 -1.8002 -1.0915 0.537
H -1.1172 0.1750 -0.1223 0.199
H 1.1695 -3.4256 0.6434 0.236

***

Record 5
25
Properties=species:S:1:pos:R:3:nbo_charge:R:1 method="wB97M-V/def2-TZVPD" gap_ev="5.20 / 7.40" multiplicity=3 relative_energy_ev=2.073 energy_ha=-804.47272 homo_ha="-0.1622 / -0.3464" charge=0
P -0.8077 1.5748 -1.0536 1.785
O -0.4624 3.1198 -0.7657 -0.980
O 0.2775 0.9408 -2.0906 -0.776
O -0.0001 1.0469 0.6540 -0.823
C -2.3994 1.3743 -1.5380 -0.746
C 0.1234 -0.2715 1.3200 0.258
C 0.9313 -1.1869 0.3881 -0.639
C -1.1999 -0.9985 1.6534 -0.634
C 1.0195 0.0666 2.5171 -0.642
C -0.0782 1.0277 -3.4780 -0.276
H 0.1722 0.1129 -3.9950 0.198
H 1.9566 -0.8982 0.4768 0.208
H 0.3678 1.9256 -3.8238 0.192
H -1.1666 -1.5418 2.5542 0.212
H -1.1211 1.2291 -3.6540 0.174
H -1.5046 -1.6077 0.8336 0.203
H 1.4828 0.9964 2.1228 0.246
H 0.6256 0.3478 3.5069 0.211
H -2.0063 -0.2169 1.8020 0.212
H 0.8965 -2.2225 0.7974 0.198
H -0.0796 2.9288 0.1217 0.529
H -2.3300 0.2714 -1.9777 0.220
H 0.7198 -1.1340 -0.6716 0.224
H -3.2173 1.7571 -0.9281 0.239
H 1.5528 -0.9303 2.6732 0.206

***

Record 6
25
Properties=species:S:1:pos:R:3:nbo_charge:R:1 method="wB97M-V/def2-TZVPD" gap_ev="6.88 / 6.92" multiplicity=3 relative_energy_ev=2.564 energy_ha=-1547.75709 homo_ha="-0.5586 / -0.5587" charge=+2
Tm -0.3014 1.0759 0.0512 2.222
O -0.8959 0.5546 -1.9195 -0.667
O 0.3493 0.5080 1.9000 -0.767
O 0.1371 -1.0537 -0.1925 -0.648
C 0.7947 1.7015 3.0886 -0.215
C 0.4989 -1.7552 0.9820 -0.098
C 0.8905 -0.7816 2.0666 -0.115
C -0.2646 -1.7251 -1.3655 -0.097
C -1.2614 1.5358 -2.8824 -0.276
C -0.5929 -0.7298 -2.4445 -0.104
H -0.0360 2.4087 3.1851 0.262
H 1.8776 1.8977 3.0813 0.258
H 1.9896 -0.7060 2.1040 0.217
H -1.4980 -1.0709 -2.9686 0.242
H 0.4770 -1.1596 3.0160 0.237
H 0.5950 -2.3334 -1.6806 0.242
H -0.3860 -2.3319 1.2903 0.220
H 1.3778 -2.3546 0.7047 0.239
H 0.4921 2.7092 1.5040 -0.492
H -1.1639 -2.3043 -1.1086 0.221
H 0.6900 1.1747 4.0481 0.212
H -1.6027 2.4126 -2.3244 0.213
H -2.0527 1.1331 -3.5297 0.243
H -0.3876 1.8033 -3.4934 0.229
H 0.2734 -0.6090 -3.1121 0.224